Entry 1:
{"formula": "C12H17N", "method": "ωB97M-V/def2-TZVPD", "species": ["H", "C", "C", "H", "C", "H", "C", "H", "C", "H", "C", "C", "H", "C", "N", "C", "H", "H", "H", "H", "H", "H", "H", "H", "H", "H", "H", "C", "C", "C"], "positions_angstrom": [[-3.065, 2.446, 1.058], [-0.370, -1.949, -0.303], [0.611, 1.348, 0.609], [0.797, 0.991, 3.752], [-1.639, -1.986, -2.417], [0.320, 1.851, -1.443], [-1.496, 2.003, -0.304], [0.491, -2.205, 0.314], [0.005, 1.349, 1.880], [-1.576, -0.896, -2.464], [1.944, 0.846, 0.750], [2.791, 0.224, -0.306], [2.806, 0.839, -1.219], [-2.069, 2.033, 0.983], [0.967, 0.901, 2.763], [-1.313, 1.726, 2.093], [-1.762, 1.782, 3.075], [3.062, 0.481, 2.616], [-2.562, -2.123, -1.837], [-1.935, -2.245, -3.434], [-0.421, -0.867, -0.407], [-2.160, 2.313, -1.107], [0.455, -2.233, -2.259], [-1.290, -2.298, 0.170], [-0.354, -3.641, -1.760], [3.847, 0.181, -0.037], [2.383, -0.729, -0.646], [-0.195, 1.626, -0.518], [-0.435, -2.556, -1.703], [2.164, 0.787, 2.100]], "forces_ev_per_angstrom": [[-0.120, -0.266, 0.251], [-0.679, -0.518, -0.314], [-1.090, -0.839, -0.587], [0.528, -0.022, 0.004], [-1.446, 0.850, 0.144], [-0.302, -0.574, -0.381], [-0.794, 0.016, -0.088], [0.020, -0.181, -0.168], [0.760, -0.366, -0.237], [0.329, 0.120, 0.116], [0.277, 0.312, 0.630], [0.262, 1.289, -1.065], [-0.148, 0.010, 0.149], [0.474, 0.316, -0.300], [-0.742, 1.238, 0.666], [-0.539, -0.024, 0.008], [0.129, -0.037, 0.148], [-0.093, -0.097, 0.039], [0.139, -0.281, 0.120], [0.679, -0.673, -0.061], [-0.026, -0.012, 0.190], [0.381, -0.049, -0.141], [0.034, 0.049, -0.020], [0.100, 0.239, 0.564], [-0.417, -0.096, 0.401], [-0.111, -0.461, 0.275], [0.195, -0.202, 0.347], [0.928, 1.136, 0.549], [1.242, 0.373, -0.931], [0.029, -1.250, -0.307]], "nbo_charge": [0.21, -0.61, -0.11, 0.40, -0.62, 0.22, -0.23, 0.21, 0.19, 0.20, -0.08, -0.63, 0.21, -0.21, -0.54, -0.26, 0.21, 0.21, 0.20, 0.21, 0.22, 0.21, 0.19, 0.20, 0.20, 0.22, 0.22, -0.20, -0.40, -0.03], "homo_ev": -7.793, "e_above_lowest_kcal_mol": 17.73, "charge": 0, "smiles": "Cc1c[nH]c2ccccc12.CCC", "multiplicity": 1, "gap_ev": 8.77}

Entry 2:
{"formula": "C7H20NP", "method": "ωB97M-V/def2-TZVPD", "species": ["C", "H", "C", "H", "H", "H", "H", "C", "H", "H", "H", "H", "C", "H", "H", "P", "H", "H", "N", "H", "H", "H", "H", "H", "C", "C", "H", "H", "C"], "positions_angstrom": [[2.125, -0.703, -0.980], [-1.262, -0.967, -2.873], [0.053, 1.177, 1.568], [1.015, 2.191, -1.154], [0.073, 1.458, 2.620], [-2.228, 1.156, -0.790], [0.363, -0.977, -3.576], [0.474, 1.554, -1.852], [2.595, -0.093, -0.212], [-2.650, -0.819, 1.766], [-0.606, -2.086, 2.147], [-0.111, -2.251, -2.437], [-0.708, -0.531, 0.021], [-1.340, -1.395, -0.148], [2.700, -0.577, -1.900], [0.416, -0.176, -1.327], [1.080, 1.080, 1.228], [-2.550, 0.902, 1.394], [-0.677, -0.092, 1.398], [-2.032, 0.302, 2.978], [-0.450, 1.968, 1.017], [-0.547, 1.920, -1.985], [0.993, 1.597, -2.812], [0.983, -1.360, 1.836], [-0.023, -1.166, 2.200], [-0.214, -1.190, -2.675], [0.038, -0.864, 3.247], [2.161, -1.755, -0.699], [-2.059, 0.080, 1.914]], "forces_ev_per_angstrom": [[-0.389, 0.038, 0.025], [-0.059, 0.059, 0.001], [0.480, 0.924, 0.171], [-0.027, -0.060, 0.090], [-0.081, -0.163, 0.007], [0.480, -0.734, 0.254], [0.055, 0.049, 0.054], [-0.247, -0.159, 0.151], [-0.029, 0.038, 0.070], [0.173, -0.152, -0.093], [-0.067, 0.138, -0.128], [0.019, 0.060, 0.036], [-0.947, 0.628, -0.764], [-0.071, -0.005, 0.104], [-0.066, 0.034, -0.071], [1.011, 0.084, -0.734], [0.027, -0.145, -0.024], [0.179, -0.017, -0.024], [0.137, -0.108, 0.021], [0.234, -0.007, 0.038], [-0.090, -0.057, -0.081], [0.135, 0.036, -0.044], [0.014, -0.119, -0.003], [-0.002, 0.141, -0.109], [0.525, -0.894, 0.665], [-0.055, 0.003, 0.206], [-0.085, 0.174, -0.123], [-0.044, -0.029, 0.029], [-1.212, 0.245, 0.275]], "nbo_charge": [-0.96, 0.29, -0.42, 0.28, 0.27, 0.09, 0.30, -0.96, 0.27, 0.25, 0.25, 0.29, -0.26, 0.25, 0.30, 1.50, 0.23, 0.25, -0.29, 0.26, 0.25, 0.28, 0.30, 0.24, -0.42, -0.96, 0.26, 0.28, -0.41], "homo_ev": [-18.876, -18.460], "e_above_lowest_kcal_mol": 73.09, "charge": 2, "multiplicity": 1, "gap_ev": [9.12, 9.66]}

Entry 3:
{"formula": "C23H53FN2O12P3", "method": "ωB97M-V/def2-TZVPD", "species": ["N", "H", "F", "H", "H", "H", "H", "C", "H", "H", "H", "C", "C", "H", "H", "H", "H", "O", "H", "H", "C", "P", "P", "H", "O", "C", "H", "H", "O", "H", "H", "N", "C", "H", "H", "H", "H", "H", "C", "O", "H", "O", "H", "C", "C", "C", "H", "H", "H", "C", "H", "C", "C", "O", "C", "C", "H", "P", "H", "H", "O", "O", "H", "H", "H", "O", "H", "H", "H", "H", "H", "H", "C", "H", "H", "C", "C", "O", "H", "C", "H", "H", "C", "H", "H", "C", "H", "H", "C", "H", "O", "O", "C", "H"], "positions_angstrom": [[-0.183, 0.799, 0.078], [-4.632, -6.302, -3.707], [-1.738, 1.069, -2.374], [6.316, -2.327, 3.990], [2.188, -3.521, 0.449], [-1.136, 4.366, -1.215], [0.067, 4.849, -3.272], [2.691, -2.904, -0.300], [-0.052, 8.114, -0.560], [-5.955, -4.267, -3.579], [-5.419, -3.949, 2.752], [6.535, -2.982, 0.097], [4.023, 8.412, 0.686], [2.672, 7.492, 2.076], [0.319, 3.876, -0.377], [1.508, 9.418, -2.827], [1.057, 9.469, -0.343], [-6.788, -4.265, 0.324], [-3.346, -4.972, 1.807], [-6.114, -5.544, 3.012], [1.199, 8.519, -2.284], [4.347, -2.528, 1.766], [2.496, 6.278, -1.247], [-0.368, 1.571, 3.304], [-4.925, -5.631, 0.640], [6.949, -1.554, -0.197], [3.422, 9.300, 0.481], [-3.748, 0.625, -2.001], [5.068, -1.045, 1.907], [4.467, -0.654, 3.850], [1.561, 4.157, -2.660], [-0.580, 1.209, 2.358], [-7.549, -6.622, 0.139], [-3.551, -0.515, -0.016], [-0.386, 9.648, -1.359], [-4.690, -5.038, 3.946], [3.742, 6.347, 1.265], [-2.692, -0.729, -2.846], [3.146, 7.254, 1.122], [2.949, -2.052, 2.192], [7.481, -1.114, 0.649], [0.967, 5.974, -1.827], [5.946, -3.404, -0.720], [-1.498, 0.219, 0.385], [-4.262, -5.564, 1.896], [0.413, 8.962, -1.066], [5.572, 0.510, 3.115], [-8.439, -7.209, -0.104], [4.562, 8.168, -0.234], [-5.128, -4.379, -2.872], [-3.974, -6.582, 2.164], [0.656, 4.693, -2.364], [1.870, -1.680, -0.655], [2.106, 7.013, 0.183], [5.350, -0.555, 3.211], [-4.125, -5.377, -3.419], [-2.282, -1.704, -0.596], [-5.158, -4.226, -0.200], [6.810, -0.819, 4.780], [7.603, -1.522, -1.073], [2.407, 7.813, -2.001], [5.875, -3.175, 1.348], [2.299, -1.176, -1.527], [0.837, -1.953, -0.886], [2.824, -3.527, -1.190], [-5.672, -4.862, -1.646], [-7.314, -6.770, 1.195], [-3.610, -4.977, -4.295], [-0.309, 2.874, -1.701], [0.269, 0.784, -0.849], [-4.681, -3.390, -2.744], [0.575, 7.954, -2.980], [6.540, -1.269, 3.822], [7.404, -1.226, 3.156], [1.866, -0.945, 0.152], [0.337, 1.406, 1.274], [-2.728, 0.077, -2.015], [2.662, 4.872, -0.650], [-8.716, -4.857, 0.327], [-0.157, 3.900, -1.360], [6.084, -0.922, -0.412], [-7.958, -4.995, -1.236], [-1.768, 0.466, 1.909], [1.350, 1.925, 1.217], [-6.721, -7.025, -0.446], [-7.787, -5.157, -0.169], [-3.379, -5.656, -2.672], [-2.665, 0.143, 2.545], [-2.526, -0.569, -0.556], [7.444, -3.589, 0.150], [3.983, -2.504, 0.143], [-3.695, -4.104, -0.660], [-5.172, -4.993, 2.967], [4.756, 8.653, 1.460]], "forces_ev_per_angstrom": [[-2.465, 0.201, 4.828], [-0.006, 0.130, -0.040], [-0.968, -1.431, 0.863], [0.035, 0.026, 0.057], [-0.002, 0.181, -0.027], [0.039, -0.085, -0.088], [0.028, 0.110, 0.070], [-0.180, 0.178, -0.150], [0.064, 0.076, -0.027], [-0.055, -0.027, 0.150], [-0.011, 0.009, 0.057], [0.458, -0.249, -1.132], [0.088, 0.060, -0.067], [-0.130, -0.074, -0.105], [0.210, 0.062, -0.133], [0.391, -0.197, 0.075], [-0.052, 0.010, -0.110], [2.154, 3.383, 1.135], [0.038, -0.063, -0.036], [0.112, 0.030, 0.005], [-0.929, 0.488, -0.647], [0.914, 6.152, -6.835], [-8.608, 1.237, 3.227], [-0.345, -0.440, -0.918], [0.344, 0.787, 0.566], [-0.412, 0.324, 0.125], [0.042, -0.086, 0.062], [1.827, -0.880, -0.298], [-0.127, -0.424, 0.762], [-0.024, 0.032, -0.032], [-0.076, 0.018, 0.138], [0.572, -0.779, -3.954], [0.540, -0.105, -0.108], [1.828, 0.008, -0.823], [0.148, -0.019, -0.179], [-0.008, 0.015, -0.059], [-0.050, -0.020, 0.023], [-0.111, 1.411, 1.516], [0.219, 0.239, 0.334], [1.154, -3.427, 2.613], [0.009, -0.083, -0.090], [0.816, 0.003, -0.799], [-0.067, 0.164, 0.170], [-0.134, 0.791, 4.016], [0.056, -0.173, 0.367], [-0.023, -0.412, 0.349], [-0.072, -0.047, -0.157], [-0.062, 0.230, -0.001], [0.046, 0.034, 0.044], [0.257, -0.347, -0.392], [-0.029, 0.012, -0.177], [-0.224, -0.191, 0.162], [-0.081, 0.300, -0.184], [0.875, -0.161, -0.148], [0.254, 0.223, 0.301], [0.071, -0.208, -0.059], [-0.102, 1.977, -0.060], [-1.366, -9.063, -3.578], [-0.042, -0.040, -0.044], [-0.015, -0.221, 0.073], [3.579, -1.979, -0.175], [-1.861, -1.502, 3.343], [-0.017, -0.118, -0.022], [0.012, -0.052, -0.026], [0.113, 0.059, 0.052], [-0.281, 1.297, 0.348], [-0.095, 0.025, -0.077], [-0.059, -0.029, 0.010], [-0.092, 0.131, -0.096], [-0.343, 0.144, 0.809], [0.052, -0.122, 0.042], [0.093, -0.072, 0.215], [0.063, -0.092, 0.061], [-0.087, 0.043, 0.064], [0.048, -0.290, 0.174], [-2.416, -1.760, -1.154], [-0.752, -0.043, -0.349], [3.734, 0.996, -2.222], [0.287, 0.296, 0.174], [-0.184, -0.075, 0.144], [0.080, -0.046, 0.044], [0.219, -0.051, 0.117], [2.965, 0.437, -4.636], [-1.729, -0.724, 0.656], [-0.068, 0.036, 0.076], [-1.049, -0.432, -0.641], [-0.032, 0.229, 0.011], [1.822, 0.764, -1.031], [0.357, 0.159, 0.566], [-0.184, -0.078, 0.399], [0.015, -1.016, 0.440], [-0.923, 4.182, 2.033], [-0.052, 0.076, 0.080], [-0.028, -0.042, -0.053]], "mulliken_charge": [0.05, 0.33, -0.31, 0.30, 0.39, 0.32, 0.36, -0.73, 0.22, 0.35, 0.27, -0.15, -0.98, 0.31, 0.15, 0.36, 0.18, -0.47, 0.25, 0.19, -0.15, 1.12, 1.10, 0.28, -0.30, -0.87, 0.19, 0.27, -0.20, 0.30, 0.37, -0.09, -0.88, 0.34, 0.40, 0.40, 0.28, 0.24, -0.35, -0.75, 0.17, -0.31, 0.22, 0.23, -0.34, -0.89, 0.31, 0.41, 0.30, -0.11, 0.31, -0.68, -0.80, -0.25, -0.36, -1.18, 0.15, 1.27, 0.40, 0.41, -0.43, -0.44, 0.34, 0.39, 0.37, -0.44, 0.16, 0.38, 0.15, 0.34, 0.11, 0.22, -1.02, 0.19, 0.15, -0.39, -0.30, -0.71, 0.35, -0.55, 0.21, 0.23, -0.50, 0.48, 0.24, -0.19, 0.28, 0.38, -0.19, 0.36, -0.32, -0.70, -0.93, 0.40], "homo_ev": -11.717, "charge": 1, "multiplicity": 1, "gap_ev": 7.67}

Number 1: calculated total energy -522.192026 Ha. Number 2: calculated total energy -674.053060 Ha. Number 3: calculated total energy -3044.026653 Ha.